Record 1
Below is a cluster of 11 separate species, C42H52N3O20 in total at a distorted geometry, with properties calculated with wB97M-V/def2-TZVPD.

Positions of all 117 atoms, in Å:
1 C 3.54470 1.20317 -1.96779
2 H 0.50970 -0.84983 -7.87379
3 C 4.66570 3.61817 2.59221
4 H 4.86670 -0.01783 4.07521
5 C -1.29830 -0.70683 -4.89979
6 C -2.21730 -2.68383 5.56621
7 C -0.85030 -2.04483 5.83821
8 H 5.04970 2.29017 -5.67279
9 H 1.57870 -4.60483 -4.21279
10 C -4.05830 1.83917 -1.13479
11 C 2.74670 -0.86583 3.44021
12 N -2.29130 -1.55483 0.24121
13 H 3.88170 -1.71383 -4.98779
14 H 0.60070 -3.95383 5.82721
15 O -3.98230 -3.18083 -4.19579
16 C 3.99270 4.19417 3.73321
17 H 0.20770 -0.49583 -0.67479
18 C 2.81170 -1.72783 -4.96579
19 H 6.22070 -1.30483 2.27521
20 C 0.19870 -2.90783 6.53421
21 O 5.13870 -2.34383 0.24121
22 H 0.85170 -1.37783 4.80021
23 C 4.26070 -0.75883 3.32221
24 C 0.16170 0.97717 -6.82779
25 H -6.02130 1.44617 -0.31479
26 C 2.64570 -2.59683 -2.64079
27 H -4.29530 2.35117 -2.00679
28 C -2.94230 2.59017 -0.73879
29 C 4.79870 2.03117 -4.52879
30 C -5.69530 3.66917 3.66321
31 H -1.79330 -1.37383 -4.17779
32 H -5.47930 2.85317 0.49321
33 N -0.07130 -3.68983 -0.91579
34 C 2.47270 2.42717 1.85321
35 O 4.58370 4.95717 4.51721
36 C -3.46030 1.68417 4.01521
37 H -0.07530 -3.46283 7.41021
38 O -0.16030 -3.38883 0.30121
39 C 3.27470 2.00017 -4.37179
40 H 1.10570 -2.41583 -4.07979
41 C -5.95130 2.46617 4.51821
42 H 0.78270 1.33817 -7.54779
43 H -2.39830 -3.07783 4.66921
44 H -4.13230 0.33817 -2.35179
45 H -2.72230 -2.26583 2.34821
46 H -4.57530 1.46917 0.90421
47 H -2.75530 -1.23083 -0.60879
48 C 1.87970 2.94417 3.01721
49 H 3.21870 0.69717 -0.97179
50 H 2.86670 2.36017 -5.33579
51 C 2.09770 -1.60683 2.31321
52 H -6.84630 2.45517 4.95921
53 O -0.72930 -2.94783 -1.74979
54 H 5.58970 0.71117 -1.50879
55 H -2.61430 0.96017 3.94221
56 H 4.40370 2.35117 0.60721
57 H -0.83030 -0.11483 -2.00479
58 H 2.35970 -1.83383 -5.86579
59 C -3.23530 2.97717 3.41321
60 O -0.03430 -4.85283 -1.21979
61 O -3.71730 -3.24383 -2.06979
62 C 2.12270 -2.70883 -4.08879
63 H -3.10230 3.60617 -0.26779
64 O -5.09230 0.24517 5.13621
65 O 1.33870 1.45517 -2.98379
66 N -4.13130 -2.58183 -3.05179
67 O -4.78130 -1.63383 -2.99379
68 H -0.27430 1.10917 -0.62779
69 C -0.37230 1.64917 -5.62579
70 O -4.17130 5.10317 2.76521
71 C 3.94670 2.67317 1.62521
72 H -2.44130 2.02517 0.05921
73 H 3.74270 -2.92183 -2.40279
74 C 4.96370 1.23817 -2.24679
75 H 0.95970 -1.46183 2.44521
76 H -6.51430 4.42617 3.32821
77 C 0.05970 -0.54683 -7.06479
78 O 2.13070 -0.35683 4.41921
79 C 5.02070 -1.22783 2.28221
80 C -5.10030 1.82217 0.04921
81 O -0.22030 -1.59183 4.52921
82 O -1.15330 0.04717 1.61021
83 H 2.03570 4.31817 4.75821
84 C -4.90030 1.29117 4.62821
85 C 2.58470 1.50317 -3.02679
86 C -1.09630 0.77917 -4.65179
87 H -2.65130 -3.42583 6.32321
88 C 4.41970 -1.86383 1.11121
89 C -0.79230 -1.35783 -6.13679
90 H -1.83530 -2.34583 -0.14679
91 C -0.61630 0.11517 -0.72179
92 H -3.65830 -1.30783 1.46121
93 H -3.88230 -3.01583 1.21621
94 H 2.45070 -0.74583 -4.64279
95 O -0.16630 2.80617 -5.32379
96 H 2.15470 -3.47983 -2.22279
97 H 0.80570 2.78217 3.00021
98 H 2.42070 -2.46183 0.21921
99 C 2.85370 -2.04083 1.06321
100 C 2.53170 3.96817 3.84821
101 C -4.34530 3.99517 3.22421
102 H -2.86030 -1.92483 5.47521
103 H 1.08670 -2.41483 6.76721
104 O -1.14330 -2.52383 -6.27679
105 C -1.33630 -0.43483 0.50621
106 H -2.28130 3.38017 2.97221
107 O 1.87270 1.87417 0.88621
108 O 6.87970 1.35517 -3.68379
109 H -1.48530 1.29317 -3.70079
110 H 5.69570 3.72417 2.48021
111 H -1.03130 -1.12083 6.42821
112 C -3.18430 -2.10783 1.36021
113 H 2.33370 -1.83483 -2.10679
114 H -2.23830 2.75917 -1.55779
115 C 5.68670 1.49917 -3.47379
116 O -3.75930 0.56917 -1.50579
117 O 2.38570 -3.97783 -4.45379

Summary:
energy above the lowest of the compared OMol25 structures with the same formula, charge and spin: 0.00 kJ/mol
HOMO energy: -4.9 eV
frontier orbital gap: 3.7 eV
charge: -1
energy: -89788.4256 eV

=====

Record 2
Below is a cluster of 13 separate species, C42H54F10O39 in total at a distorted geometry, with properties calculated with wB97M-V/def2-TZVPD.

Positions of all 145 atoms, in Å:
1 F -5.98215 2.23244 -1.32261
2 O 4.09929 -4.51398 -2.09935
3 C -3.44233 2.23810 -3.51076
4 O 3.01486 4.90574 -2.61255
5 O 1.72196 0.83946 0.00949
6 O -5.34793 -3.76867 2.59516
7 H -2.10047 5.00328 -3.72454
8 C -7.33214 -0.22556 -0.30957
9 H -1.80507 0.19579 -1.13516
10 C 4.39275 2.99203 5.53407
11 O -0.54473 -0.11963 -5.17099
12 H -2.97206 5.25791 2.76106
13 C -5.83973 -3.73274 1.22904
14 O 1.30737 4.77864 -4.04357
15 C 7.05035 -1.15277 -3.89902
16 O 1.19584 4.92305 2.86488
17 O 1.11611 -5.14045 2.93299
18 C 2.54708 4.65483 -4.80999
19 H -7.46721 1.27151 2.47029
20 H 7.27967 -2.09331 -3.44273
21 O -7.48670 -0.53663 -1.59848
22 C 0.44911 -0.60409 -3.19724
23 C -3.60903 -5.90905 4.76266
24 O -0.17474 -0.12247 0.11093
25 O 5.74205 1.23945 -3.46720
26 O -4.32945 -5.75434 2.17417
27 O 1.13985 1.16505 -5.99436
28 H -5.75942 -0.68228 -2.62782
29 C 0.42074 1.04349 -0.14301
30 H 4.26885 3.70893 6.29485
31 H 4.58290 4.53880 -3.81973
32 C -0.29414 -3.89165 -0.67638
33 C 3.55340 1.78561 -1.42678
34 O -1.60413 -3.81746 -0.26715
35 F 3.91475 6.44723 -3.93557
36 O -5.55926 1.26502 2.83605
37 C 3.74004 -3.97351 -0.81192
38 O 0.89270 5.09905 -1.82065
39 O -4.14648 1.35842 -3.88080
40 H 9.01661 -1.00746 -4.89473
41 O -6.14720 0.39604 -0.04164
42 O -8.08307 -0.49258 0.57776
43 C 3.70888 -3.62562 -3.05014
44 O -2.95954 2.36067 -2.21135
45 C -0.66656 -5.63097 0.73245
46 H -0.98465 3.64443 -3.63406
47 F 3.75946 2.74481 3.34365
48 H 7.88494 0.14718 -5.47785
49 H 7.57795 0.27902 -0.18937
50 H -7.11652 -1.06069 2.39128
51 H -5.55198 -2.77867 -0.56104
52 H -3.73746 -5.83130 5.85328
53 F -2.47282 5.55906 4.67993
54 H 5.35260 2.94895 5.05769
55 C -4.66373 -4.83402 2.91658
56 O -3.51249 0.28538 3.21662
57 C -1.99224 3.95401 -3.48800
58 H -2.63079 -4.83995 1.25698
59 H -5.81042 -4.72020 0.84201
60 H -0.23034 -6.01665 1.59882
61 H 3.98540 0.78605 -1.69401
62 C 3.62307 5.10752 -3.88728
63 C 2.88068 1.26561 5.83748
64 H -3.93488 -6.90951 4.41196
65 C 2.29300 -1.96616 2.48298
66 H -4.04953 -3.16181 0.24151
67 O 0.30137 -5.00559 -0.17848
68 O 7.32385 -0.22967 -2.84187
69 H -6.75957 0.63728 -3.13475
70 H 3.36698 1.72921 0.73916
71 O -0.97915 5.60849 2.98555
72 O 4.07621 1.73739 6.22899
73 C -5.04240 -2.81223 0.41643
74 H 6.02864 -0.96589 -4.19483
75 C -5.69157 0.94111 -1.22751
76 C -4.70982 0.21433 3.24596
77 H 0.44832 -1.51205 3.52709
78 C 1.62577 4.99439 -2.73264
79 O 2.34304 2.16873 4.93564
80 H 2.99705 2.02016 -2.32136
81 O -4.38760 -4.78277 4.22588
82 C -1.59723 0.04548 -0.06895
83 O 7.01310 1.63241 -1.70448
84 H 0.17704 -0.21267 -2.18385
85 C 7.94712 -0.93781 -5.11696
86 H -2.04514 0.79938 0.50902
87 C -0.82686 -0.87090 -3.97007
88 C 7.96845 1.15899 -0.74169
89 O 1.23415 -3.28633 4.11120
90 O 2.38075 0.25246 6.26259
91 O -5.41642 -0.89756 3.49951
92 C 1.51106 -4.01088 3.04175
93 H 1.84380 -1.31588 4.56918
94 H 2.79628 -4.50068 -0.55383
95 C 0.02642 4.73186 3.09058
96 H -6.92241 -3.39387 1.32915
97 F -1.92827 -0.30178 -3.48455
98 H 2.42621 5.21830 -5.75475
99 C 6.64014 0.88910 -2.76938
100 C -6.44246 0.07613 -2.26125
101 H -1.23315 -6.41859 0.22739
102 H 4.46313 2.48117 -1.32666
103 H 2.55464 -2.10170 -0.63567
104 H 1.11554 -1.50298 -3.13834
105 C 3.25529 3.15183 4.53518
106 O 2.12521 -3.28503 2.08181
107 H 2.22905 2.81753 -0.12380
108 H 2.77188 4.12740 4.37328
109 H -2.02259 3.39462 4.70737
110 H -4.62712 0.81322 -1.21216
111 F -3.66013 4.42450 -1.76393
112 C -1.61334 -4.51051 1.01093
113 O 3.40415 -2.40694 -2.49185
114 O -2.88354 3.21276 -4.32804
115 O 0.20000 -3.14809 -1.49454
116 H -2.10243 -0.90806 0.22100
117 C -6.80923 -0.57683 3.32147
118 H 1.97318 -1.28899 1.71251
119 H 8.88073 0.72532 -1.23517
120 C 3.44253 -2.50472 -1.08446
121 C 0.68607 0.58009 -5.09631
122 H -2.36518 2.89267 3.01263
123 O 3.65525 -3.84566 -4.17320
124 C -1.84484 3.62013 3.63563
125 O -0.09338 2.08033 -0.47168
126 F -7.20468 1.50918 4.39702
127 F -1.18208 -3.73316 2.08274
128 H -4.95936 -1.86988 0.92413
129 C 1.46494 -1.88103 3.75729
130 H 7.70169 -1.67768 -5.88272
131 O 1.15199 0.38385 -3.90658
132 C -2.19962 5.04120 3.42860
133 F 4.48141 -1.71551 -0.51830
134 F 3.67881 -1.77861 2.72990
135 H -1.82256 3.68009 -1.22928
136 H 8.28529 2.04000 -0.14952
137 H -1.01594 -1.93298 -4.24099
138 H 2.73225 3.58383 -5.06431
139 H -7.37085 -0.88601 4.15609
140 C 2.76407 1.86714 -0.17463
141 H -2.61234 -5.67423 4.40494
142 H 4.54064 -4.17443 -0.08503
143 C -2.51856 3.66865 -2.06905
144 C -6.84942 0.90420 3.24755
145 O -0.46510 3.49488 3.31306

Summary:
HOMO energy: -11.0 eV
frontier orbital gap: 11.4 eV
energy: -151459.0174 eV

=====

> The highest HOMO energy belongs to which entry?

C42H52N3O20